P | Molecular formula: C2H6N2S2
Method: DFT, ωB97M-V with the def2-TZVPD basis set

ORCA input file:
```
! RIJCOSX wB97M-V def2-TZVPD def2/J DEFGRID3
* xyz 0 1
C 1.51 -1.37 0.64
C 0.17 0.88 0.09
H 2.02 -1.03 1.70
H 2.27 -2.10 0.18
H 0.63 -2.16 0.75
H 1.00 2.68 -0.02
H -1.28 1.02 1.21
H -2.96 0.03 -1.09
N 0.12 2.21 0.17
N -0.93 0.36 0.55
S 1.50 -0.12 -0.58
S -1.88 -0.73 -0.18
*
```

Summary:
orbital gap: 9.5 eV
E_HOMO: -9.036 eV

For reference, the Mulliken charges in units of e are: -0.72, 0.52, 0.25, 0.26, 0.26, 0.25, 0.29, 0.13, -0.75, -0.26, -0.05, -0.18

Q | Molecular formula: C2H6N2S2
Method: DFT, ωB97M-V with the def2-TZVPD basis set

ORCA input file:
```
! RIJCOSX wB97M-V def2-TZVPD def2/J DEFGRID3
* xyz 0 1
C -1.18 -0.86 0.02
C 0.03 0.02 -0.05
H -2.69 1.01 1.17
H -1.29 -1.28 -1.00
H -1.28 -1.62 0.75
H -1.05 1.55 -0.07
H 1.21 -1.68 0.19
H 2.96 0.33 1.43
N 0.01 1.31 -0.13
N 1.23 -0.70 -0.02
S -2.77 0.06 -0.02
S 2.80 0.09 -0.05
*
```

Summary:
orbital gap: 9.8 eV
E_HOMO: -9.329 eV

For reference, the Mulliken charges in units of e are: -0.63, 0.66, 0.16, 0.28, 0.40, 0.19, 0.24, 0.15, -0.66, -0.34, -0.30, -0.15

R | Molecular formula: C2H6N2S2
Method: DFT, ωB97M-V with the def2-TZVPD basis set

ORCA input file:
```
! RIJCOSX wB97M-V def2-TZVPD def2/J DEFGRID3
* xyz 0 1
C 0.60 -1.81 0.35
C 0.34 0.96 -0.04
H 0.07 -1.38 1.40
H 1.83 -2.21 0.59
H -0.09 -2.65 -0.62
H 1.61 2.31 -0.50
H -1.23 1.60 0.86
H -2.30 0.94 -1.32
N 0.68 2.14 -0.11
N -0.96 0.71 0.46
S 1.31 -0.30 -0.61
S -1.86 -0.32 -0.47
*
```

Summary:
orbital gap: 9.2 eV
E_HOMO: -8.776 eV

For reference, the Mulliken charges in units of e are: -0.89, 0.57, 0.34, 0.30, 0.26, 0.23, 0.31, 0.14, -0.68, -0.40, -0.07, -0.11

Top of the stability list: Q, leading by 20.3 kcal/mol.

P | Molecular formula: C4H9NOS2
Method: DFT, ωB97M-V with the def2-TZVPD basis set

ORCA input file:
```
! RIJCOSX wB97M-V def2-TZVPD def2/J DEFGRID3
* xyz 0 1
C 0.63 1.05 0.93
C -0.71 1.20 0.22
C -0.63 0.19 -1.09
C 1.14 -1.35 -1.10
H 0.68 1.48 2.08
H 1.50 1.51 0.31
H 0.96 -0.18 0.99
H -0.87 2.13 -0.16
H -1.73 0.06 1.52
H 0.06 0.61 -1.84
H -1.71 0.16 -1.44
H -0.27 -1.73 1.58
H 1.72 -2.26 -0.63
N -0.06 -1.08 -0.65
O -1.82 0.85 1.00
S -0.90 -2.11 0.52
S 2.00 -0.52 -2.24
*
```

Summary:
orbital gap: 8.7 eV
E_HOMO: -8.472 eV

For reference, the Mulliken charges in units of e are: -0.75, -0.16, -0.62, 0.14, 0.26, 0.30, 0.07, 0.54, 0.32, 0.33, 0.22, 0.15, 0.23, -0.09, -0.49, -0.10, -0.35

Q | Molecular formula: C4H9NOS2
Method: DFT, ωB97M-V with the def2-TZVPD basis set

ORCA input file:
```
! RIJCOSX wB97M-V def2-TZVPD def2/J DEFGRID3
* xyz 0 1
C -1.11 -0.22 1.14
C -0.11 0.05 2.29
C 1.14 0.72 -1.64
C 0.75 -0.80 -1.55
N -1.90 0.78 0.78
O -2.94 0.49 -0.07
S 1.82 -2.09 -1.14
S -0.76 -1.36 -1.90
H 0.73 -0.51 2.23
H 0.22 1.08 2.57
H -0.78 -0.23 3.17
H 1.13 1.13 -0.69
H 2.19 1.03 -1.97
H 0.39 1.29 -2.26
H -2.86 1.40 -0.24
H 3.01 -1.68 -1.38
H -0.92 -1.08 0.66
*
```

Summary:
orbital gap: 8.4 eV
E_HOMO: -8.734 eV

For reference, the Mulliken charges in units of e are: -0.22, -1.04, -0.96, 0.31, -0.56, -0.28, -0.14, -0.19, 0.33, 0.32, 0.30, 0.28, 0.34, 0.28, 0.43, 0.11, 0.70

Top of the stability list: P, leading by 40.6 kcal/mol.

P | Molecular formula: C19H20N2O4S
Method: DFT, ωB97M-V with the def2-TZVPD basis set

ORCA input file:
```
! RIJCOSX wB97M-V def2-TZVPD def2/J DEFGRID3
* xyz 0 1
C -2.37 -1.41 1.87
H -1.72 -2.24 2.08
H -3.01 -1.23 2.73
H -1.76 -0.52 1.70
C -3.21 -1.71 0.63
N -4.07 -0.60 0.29
S -3.72 0.19 -1.13
O -4.83 1.04 -1.45
O -3.25 -0.72 -2.14
C -2.35 1.21 -0.60
C -1.07 0.72 -0.68
C -0.01 1.50 -0.22
C -0.27 2.77 0.30
C -1.57 3.25 0.36
C -2.62 2.46 -0.08
H -3.64 2.80 -0.05
H -1.76 4.23 0.77
H 0.54 3.38 0.65
N 1.31 1.07 -0.26
C 1.78 -0.20 -0.47
O 1.09 -1.18 -0.66
C 3.25 -0.27 -0.44
C 4.05 -1.36 -0.64
C 5.39 -0.89 -0.50
C 6.66 -1.48 -0.59
C 7.76 -0.68 -0.39
C 7.63 0.69 -0.12
C 6.39 1.29 -0.03
C 5.28 0.49 -0.23
O 3.98 0.86 -0.19
H 6.29 2.35 0.18
H 8.52 1.28 0.03
H 8.75 -1.11 -0.45
H 6.75 -2.53 -0.80
H 3.72 -2.35 -0.85
H 2.01 1.77 -0.04
H -0.89 -0.25 -1.11
C -5.45 -0.63 0.71
C -6.31 -1.57 -0.12
H -5.95 -2.60 -0.06
H -6.28 -1.26 -1.16
H -7.34 -1.54 0.22
H -5.83 0.39 0.61
H -5.48 -0.91 1.77
H -2.56 -1.89 -0.23
H -3.81 -2.61 0.80
*
```

Summary:
orbital gap: 8.6 eV
E_HOMO: -8.718 eV

For reference, the Mulliken charges in units of e are: -1.09, 0.39, 0.33, 0.19, -0.68, 0.32, 1.08, -0.72, -0.67, 0.25, -0.54, 0.46, -0.69, -0.86, -0.54, 0.53, 0.39, 0.40, 0.02, 0.26, -0.69, 0.75, -1.24, 1.20, -0.67, -0.55, -0.37, -0.98, 0.27, -0.42, 0.43, 0.38, 0.38, 0.42, 0.53, 0.25, 0.64, -0.65, -1.04, 0.28, 0.31, 0.40, 0.39, 0.37, 0.40, 0.40

Q | Molecular formula: C19H20N2O4S
Method: DFT, ωB97M-V with the def2-TZVPD basis set

ORCA input file:
```
! RIJCOSX wB97M-V def2-TZVPD def2/J DEFGRID3
* xyz 0 1
C 2.62 0.43 -1.32
C 1.63 -0.64 -1.63
C 0.76 -0.47 -2.70
C -0.17 -1.42 -3.04
C -0.28 -2.58 -2.28
C 0.56 -2.76 -1.20
C 1.52 -1.81 -0.87
C 2.44 -2.08 0.29
H 3.47 -2.19 -0.04
H 2.13 -3.00 0.80
O 2.47 -1.02 1.24
C 1.39 -0.85 2.00
O 0.45 -1.62 2.01
C 1.51 0.42 2.80
H 2.52 0.47 3.21
H 1.43 1.24 2.07
C 0.48 0.62 3.91
H 0.66 -0.10 4.71
H 0.61 1.62 4.31
C -0.98 0.46 3.44
C -1.15 1.05 2.07
N -0.97 2.30 1.90
S -0.63 2.87 0.40
O 0.77 2.58 0.19
O -1.06 4.22 0.26
C -1.57 1.80 -0.68
C -1.97 2.19 -1.94
C -2.66 1.30 -2.75
C -2.91 0.01 -2.29
C -2.51 -0.38 -1.03
C -1.83 0.52 -0.20
N -1.48 0.17 1.09
H -1.50 -0.81 1.32
H -2.71 -1.38 -0.67
H -3.44 -0.69 -2.91
H -2.98 1.59 -3.73
H -1.75 3.20 -2.26
H -1.26 -0.60 3.42
H -1.64 0.99 4.14
H 0.47 -3.65 -0.60
H -1.01 -3.33 -2.53
H -0.82 -1.27 -3.89
H 0.84 0.43 -3.29
H 2.14 1.22 -0.74
H 3.47 0.06 -0.75
H 2.98 0.89 -2.24
*
```

Summary:
orbital gap: 9.6 eV
E_HOMO: -8.944 eV

For reference, the Mulliken charges in units of e are: -1.55, 1.42, -0.69, -0.38, -0.97, -0.74, 1.03, -1.34, 0.37, 0.48, -0.33, 0.76, -0.66, -0.32, 0.53, -0.01, -0.84, 0.37, 0.40, -0.75, 0.40, -0.67, 1.19, -0.70, -0.74, 0.39, -0.71, -0.63, -0.75, -0.34, 0.24, 0.12, 0.37, 0.39, 0.44, 0.41, 0.47, 0.22, 0.43, 0.33, 0.42, 0.53, 0.40, 0.09, 0.36, 0.54

Top of the stability list: Q, leading by 21.0 kcal/mol.

P | Molecular formula: C4H5N3O2
Method: DFT, ωB97M-V with the def2-TZVPD basis set

ORCA input file:
```
! RIJCOSX wB97M-V def2-TZVPD def2/J DEFGRID3
* xyz 0 1
C -0.42 -0.06 0.45
C 0.92 0.42 0.54
C 1.61 0.72 -0.60
C 1.00 0.45 -1.87
H -1.15 -0.97 3.16
H 1.33 0.61 1.51
H 2.59 1.13 -0.54
H 1.49 0.59 -2.82
H -2.29 -1.11 -0.01
N -1.22 -0.49 1.37
N -0.22 -0.01 -1.97
N -0.90 -0.17 -0.84
O -0.58 -0.34 2.60
O -2.16 -0.77 -0.98
*
```

Summary:
orbital gap: 8.0 eV
E_HOMO: -7.971 eV

For reference, the Mulliken charges in units of e are: 0.53, -0.35, -0.35, -0.29, 0.35, 0.41, 0.39, 0.41, 0.46, -0.54, -0.84, 0.77, -0.40, -0.53

Q | Molecular formula: C4H5N3O2
Method: DFT, ωB97M-V with the def2-TZVPD basis set

ORCA input file:
```
! RIJCOSX wB97M-V def2-TZVPD def2/J DEFGRID3
* xyz 0 1
C -1.22 -1.30 0.59
C -1.53 0.66 -0.47
C -0.57 -0.12 0.08
C 0.87 0.21 -0.11
N -2.52 -1.33 0.49
N -2.91 -0.23 -0.12
N -4.23 0.29 -0.11
O -4.42 1.30 -0.71
O -4.99 -0.45 0.44
H -0.79 -2.14 1.14
H -1.59 1.52 -1.06
H 1.11 1.18 0.09
H 1.48 -0.46 0.37
H 1.22 0.12 -1.24
*
```

Summary:
orbital gap: 9.6 eV
E_HOMO: -9.860 eV

For reference, the Mulliken charges in units of e are: -0.32, -0.55, 0.73, -1.38, -0.76, 0.40, 1.10, -0.58, -0.56, 0.42, 0.47, 0.39, 0.40, 0.25

R | Molecular formula: C4H5N3O2
Method: DFT, ωB97M-V with the def2-TZVPD basis set

ORCA input file:
```
! RIJCOSX wB97M-V def2-TZVPD def2/J DEFGRID3
* xyz 0 1
C 0.89 -1.10 2.12
C 0.29 -0.39 1.10
C 2.08 -1.57 0.38
C -0.29 0.66 -1.32
N 1.94 -1.77 1.63
N 0.91 -0.57 -0.06
N 3.08 -1.90 -0.51
O 2.96 -1.54 -1.67
O 4.03 -2.51 -0.06
H 0.62 -1.16 3.16
H -0.57 0.25 1.20
H -1.23 0.23 -1.05
H 0.13 0.37 -2.27
H 0.01 1.61 -0.92
*
```

Summary:
orbital gap: 7.3 eV
E_HOMO: -8.869 eV

For reference, the Mulliken charges in units of e are: -0.63, 0.04, 0.11, -0.40, -0.37, -0.19, 0.92, -0.58, -0.55, 0.40, 0.38, 0.32, 0.24, 0.31

Top of the stability list: P, leading by 31.2 kcal/mol.